[1]
A 2-piece molecular cluster, C4H4S2 overall in a non-equilibrium geometry, computed with ωB97M-V/def2-TZVPD.

The geometry in XYZ format:
```
10
Properties=species:S:1:pos:R:3
C -1.447 0.488 -0.751
C -0.944 -0.344 -0.020
C 1.659 1.698 0.116
C -0.279 -1.222 0.771
S 2.032 3.110 0.704
S 0.338 -2.743 0.227
H -2.012 1.152 -1.334
H 0.763 1.485 -0.465
H -0.015 -0.978 1.784
H -0.094 -2.646 -1.031
```

LUMO energy (spin up / spin down)	-0.78 / -0.50	eV
orbital gap (spin up / spin down)	7.21 / 7.16	eV
E_HOMO (spin up / spin down)	-0.2937 / -0.2814	Ha

=====

[2]
C24H26N10O2SV as an isolated structure in a non-equilibrium geometry, computed with ωB97M-V/def2-TZVPD.

The geometry in XYZ format:
```
64
Properties=species:S:1:pos:R:3
V -0.519 0.212 0.081
C 1.543 -4.457 2.317
C 1.682 -4.194 0.961
C 1.595 -2.892 0.483
C 1.359 -1.837 1.354
C 1.214 -2.103 2.713
C 1.310 -3.402 3.194
N 1.185 -0.513 0.845
C 2.106 0.480 1.221
C 3.371 0.266 1.773
C 4.199 1.342 2.057
C 3.794 2.657 1.809
C 2.540 2.897 1.281
C 1.706 1.817 0.993
N 0.389 1.913 0.543
N -0.191 3.097 0.348
C -1.511 2.908 -0.030
C -2.359 4.020 -0.102
C -3.687 3.830 -0.384
C -4.189 2.540 -0.590
C -3.303 1.497 -0.514
N -1.998 1.659 -0.246
H 1.615 -5.472 2.686
H 1.859 -5.006 0.266
H 1.675 -2.687 -0.577
H 1.018 -1.277 3.388
H 1.197 -3.593 4.254
H 3.697 -0.748 1.972
H 5.179 1.157 2.479
H 4.454 3.483 2.041
H 2.181 3.901 1.095
H -1.936 4.999 0.077
H -4.350 4.685 -0.435
H -5.229 2.359 -0.816
H -3.618 0.476 -0.688
C 3.097 1.617 -3.187
C 1.731 1.650 -3.766
N 1.385 2.177 -4.898
N 0.032 1.953 -4.952
C -0.489 1.302 -3.896
S -2.063 0.800 -3.659
N 0.626 1.135 -3.123
N 0.683 0.432 -1.902
H 3.769 2.146 -3.856
H 3.454 0.591 -3.073
H 3.126 2.099 -2.207
H -0.499 2.206 -5.768
H 0.489 -0.565 -2.121
H 1.631 0.510 -1.545
C -3.299 -2.247 2.133
C -2.308 -1.646 1.201
N -1.706 -0.536 1.475
O -2.114 0.050 2.674
C -1.915 -2.276 -0.071
C -2.370 -3.609 -0.539
N -1.059 -1.558 -0.767
O -0.552 -2.039 -1.842
H -3.941 -1.477 2.556
H -2.776 -2.727 2.963
H -3.905 -2.993 1.625
H -1.573 0.850 2.729
H -2.721 -4.231 0.283
H -1.540 -4.109 -1.036
H -3.172 -3.516 -1.277
```

LUMO energy (spin up / spin down)	-0.23 / -0.95	eV
orbital gap (spin up / spin down)	6.31 / 6.52	eV
2S+1	4
E_HOMO (spin up / spin down)	-0.2403 / -0.2745	Ha

=====

[3]
Cl2O8Pb as an isolated structure in a non-equilibrium geometry, computed with ωB97M-V/def2-TZVPD.

The geometry in XYZ format:
```
11
Properties=species:S:1:pos:R:3
Pb -2.252 -0.906 1.310
Cl -1.109 -0.005 -1.736
O -1.439 0.770 -0.534
O -1.110 -1.384 -1.354
O -2.176 0.055 -2.719
O 0.072 0.584 -2.251
Cl 1.588 0.196 1.430
O 1.401 1.600 1.529
O 2.247 -0.051 0.195
O 2.360 -0.152 2.596
O 0.418 -0.707 1.533
```

LUMO energy	-4.12	eV
orbital gap	5.57	eV
E_HOMO	-0.3559	Ha

=====

[4]
A 3-piece molecular cluster, C23H47BrIN4O2 overall in a non-equilibrium geometry, computed with ωB97M-V/def2-TZVPD.

The geometry in XYZ format:
```
78
Properties=species:S:1:pos:R:3
C -0.030 -5.741 -1.176
N 0.072 -5.854 -2.674
C -0.705 -4.821 -3.429
C -2.314 -5.013 -3.526
N -3.288 -6.098 -3.152
I -2.786 -7.895 -2.290
N -4.665 -5.909 -3.410
C -4.673 -4.516 -4.074
C -6.107 -3.880 -4.547
C -7.086 -3.897 -3.192
C -8.519 -3.122 -3.430
Br -8.294 -1.156 -3.877
N -3.245 -3.961 -4.166
C -2.892 -2.621 -4.800
C -2.006 -1.626 -3.846
C -2.455 -0.050 -3.929
C -3.257 0.316 -2.528
O -2.599 0.991 -1.560
O -4.681 -0.039 -2.280
H -0.512 -6.665 -0.633
H 1.089 -5.680 -0.765
H -0.554 -4.756 -0.787
H -0.020 -6.823 -3.037
H -0.511 -3.776 -2.886
H -0.270 -4.676 -4.523
H -6.047 -2.825 -5.048
H -6.603 -4.680 -5.281
H -6.453 -3.351 -2.340
H -7.222 -5.014 -2.817
H -9.136 -3.133 -2.408
H -9.217 -3.687 -4.215
H -2.249 -2.798 -5.791
H -3.836 -2.006 -5.153
H -2.106 -2.044 -2.736
H -0.875 -1.714 -4.217
H -3.056 0.231 -4.900
H -1.475 0.619 -3.917
H -4.752 -1.027 -2.129
C -0.291 1.283 0.658
C -0.294 2.711 0.133
C 1.048 3.130 -0.474
C 2.233 3.134 0.499
C 2.061 4.024 1.733
C 1.910 5.498 1.390
H 0.430 1.152 1.469
H -1.280 1.027 1.051
H -0.050 0.575 -0.140
H -0.585 3.398 0.933
H -1.066 2.797 -0.640
H 0.937 4.127 -0.917
H 1.287 2.457 -1.307
H 3.127 3.454 -0.048
H 2.436 2.109 0.831
H 2.943 3.904 2.374
H 1.203 3.695 2.328
H 2.780 5.860 0.835
H 1.822 6.090 2.307
H 1.015 5.683 0.790
C 7.246 4.192 7.027
C 6.992 3.888 5.559
C 5.562 4.211 5.117
C 4.463 3.405 5.821
C 4.584 1.885 5.690
C 4.482 1.398 4.253
H 6.613 3.585 7.681
H 8.288 3.972 7.281
H 7.060 5.248 7.245
H 7.231 2.840 5.352
H 7.685 4.485 4.954
H 5.487 4.062 4.033
H 5.370 5.278 5.286
H 3.493 3.720 5.419
H 4.444 3.666 6.885
H 3.779 1.421 6.273
H 5.522 1.535 6.131
H 3.529 1.697 3.806
H 4.543 0.306 4.220
H 5.293 1.794 3.634
```

LUMO energy	-4.62	eV
orbital gap	7.25	eV
total charge	+1
E_HOMO	-0.4361	Ha

=====

[5]
C30H29BrN7O4PtS as an isolated structure, computed with ωB97M-V/def2-TZVPD.

The geometry in XYZ format:
```
73
Properties=species:S:1:pos:R:3
Pt -1.710 0.235 0.862
C -3.840 4.373 2.695
O -4.539 3.295 2.017
C -3.820 2.295 1.584
O -2.598 2.197 1.706
N -4.591 1.367 0.958
N -4.004 0.200 0.454
H -4.619 5.063 2.995
H -3.147 4.847 2.006
H -3.312 3.983 3.561
H -5.594 1.478 0.943
H -4.257 0.089 -0.523
H -4.334 -0.607 0.979
Br 4.240 2.902 -7.354
C 4.013 3.513 -5.601
C 3.972 2.585 -4.558
C 3.801 3.020 -3.263
C 3.677 4.393 -3.021
C 3.762 5.322 -4.059
C 3.910 4.879 -5.358
N 3.545 4.934 -1.736
N 3.320 4.319 -0.718
C 2.582 3.274 -0.296
C 3.060 2.596 0.849
C 2.373 1.570 1.433
C 1.087 1.209 0.969
O 0.385 0.321 1.540
C 0.557 1.927 -0.191
N -0.684 1.567 -0.596
C -1.248 2.198 -1.609
C -0.611 3.245 -2.280
C 0.644 3.630 -1.881
C 1.277 2.952 -0.823
H 4.095 1.533 -4.775
H 3.799 2.311 -2.445
H 3.711 6.378 -3.829
H 3.967 5.582 -6.177
H 4.017 2.911 1.247
H 2.771 1.051 2.294
H -2.244 1.882 -1.893
H -1.119 3.749 -3.090
H 1.128 4.459 -2.375
S -0.016 -5.837 -1.769
C -0.359 -4.292 -0.976
C -0.124 -3.138 -1.714
C -0.516 -1.927 -1.168
N -1.122 -1.832 0.017
C -1.347 -2.947 0.718
C -0.987 -4.205 0.261
C 0.893 -6.784 -0.694
C 1.052 -8.132 -1.113
C 1.800 -8.975 -0.305
N 2.380 -8.560 0.815
C 2.241 -7.276 1.199
C 1.517 -6.347 0.493
H 0.348 -3.168 -2.687
H -0.345 -1.000 -1.700
H -1.852 -2.826 1.667
H -1.227 -5.081 0.848
H 0.596 -8.494 -2.026
H 1.943 -10.014 -0.575
H 2.754 -6.999 2.111
H 1.465 -5.320 0.820
C -3.041 -1.502 4.951
C -2.358 -0.679 3.913
C -1.418 0.384 4.369
O -2.580 -0.897 2.717
H -3.741 -0.863 5.497
H -2.316 -1.852 5.689
H -3.579 -2.336 4.512
H -1.760 0.828 5.302
H -1.265 1.143 3.607
H -0.457 -0.097 4.579
```

LUMO energy (spin up / spin down)	-8.08 / -11.58	eV
orbital gap (spin up / spin down)	6.21 / 3.56	eV
total charge	+3
2S+1	5
E_HOMO (spin up / spin down)	-0.5254 / -0.5563	Ha

=====

[6]
A 2-piece molecular cluster, C5H15NO overall in a non-equilibrium geometry, computed with ωB97M-V/def2-TZVPD.

The geometry in XYZ format:
```
22
Properties=species:S:1:pos:R:3
C 2.220 1.410 0.891
C 0.924 2.147 0.504
N -0.243 1.178 0.410
C -0.194 -0.289 0.495
C 0.362 -0.820 1.769
C -1.669 -0.728 0.457
H 2.260 0.869 1.825
H 2.286 0.585 0.180
H 3.160 1.964 0.845
H 1.194 2.391 -0.518
H 0.636 3.113 1.108
H -1.009 1.324 -0.176
H 0.382 -0.689 -0.376
H -0.104 -1.665 2.350
H 0.545 0.074 2.328
H 1.356 -1.285 1.552
H -2.112 -1.238 1.321
H -1.852 -1.280 -0.453
H -2.410 0.122 0.333
O -1.292 -2.294 -3.899
H -1.554 -2.858 -3.223
H -0.600 -1.631 -3.467
```

SMILES	CCNC(C)C.O
LUMO energy	0.65	eV
orbital gap	9.03	eV
E_HOMO	-0.3079	Ha

=====

[7]
C59H57GeN6O7V as an isolated structure in a non-equilibrium geometry, computed with ωB97M-V/def2-TZVPD.

The geometry in XYZ format:
```
131
Properties=species:S:1:pos:R:3
V 0.442 -0.471 -0.003
C -3.907 7.607 5.256
O -2.666 6.937 5.344
C -2.445 5.923 4.450
C -3.331 5.568 3.442
C -3.004 4.514 2.587
C -1.818 3.807 2.707
C -0.941 4.192 3.729
C -1.246 5.232 4.591
C -1.492 2.668 1.786
C -1.821 1.371 2.172
C -2.606 1.106 3.383
C -2.898 -0.204 3.384
C -2.278 -0.766 2.195
N -1.568 0.218 1.496
C -2.432 -2.052 1.804
C -1.846 -2.599 0.630
C -2.182 -3.804 0.041
C -1.332 -3.987 -1.071
C -0.504 -2.890 -1.098
C 0.772 -2.599 -1.842
C 1.151 -3.859 -2.602
C 0.495 -4.201 -3.778
C 0.757 -5.394 -4.449
C 1.689 -6.281 -3.922
O 2.035 -7.469 -4.508
C 1.350 -7.819 -5.693
C 2.321 -5.980 -2.724
C 2.047 -4.786 -2.079
C 0.580 -1.372 -2.694
N 0.367 -0.221 -1.980
C 0.390 0.821 -2.905
C 0.315 2.221 -2.629
C 0.698 3.121 -3.759
C -0.242 3.882 -4.431
C 0.120 4.744 -5.469
C 1.453 4.838 -5.839
O 1.918 5.655 -6.834
C 0.960 6.433 -7.522
C 2.412 4.069 -5.183
C 2.034 3.219 -4.161
C -0.081 2.769 -1.456
C -0.207 4.200 -1.204
C -0.730 4.318 0.027
C -0.918 2.955 0.537
N -0.500 2.042 -0.343
C 0.576 0.287 -4.171
C 0.687 -1.107 -4.041
N -0.810 -2.012 -0.095
C -3.282 -2.974 2.614
C -2.697 -3.973 3.397
C -3.465 -4.815 4.179
C -4.851 -4.682 4.187
O -5.531 -5.550 4.996
C -6.942 -5.483 4.967
C -5.457 -3.710 3.404
C -4.662 -2.866 2.624
H -3.923 8.334 6.063
H -4.745 6.915 5.378
H -4.015 8.128 4.301
H -4.267 6.091 3.308
H -3.699 4.235 1.802
H -0.008 3.649 3.839
H -0.566 5.527 5.383
H -2.919 1.856 4.094
H -3.494 -0.752 4.098
H -2.961 -4.467 0.389
H -1.299 -4.828 -1.745
H -0.261 -3.534 -4.174
H 0.221 -5.616 -5.361
H 1.741 -8.785 -6.003
H 1.527 -7.090 -6.488
H 0.273 -7.903 -5.522
H 3.028 -6.690 -2.312
H 2.530 -4.580 -1.134
H -1.284 3.804 -4.140
H -0.645 5.320 -5.970
H 1.506 7.006 -8.267
H 0.445 7.121 -6.846
H 0.218 5.806 -8.023
H 3.448 4.153 -5.489
H 2.781 2.614 -3.657
H 0.059 4.990 -1.890
H -0.982 5.224 0.560
H 0.635 0.864 -5.082
H 0.868 -1.822 -4.827
H -1.617 -4.082 3.382
H -3.012 -5.585 4.791
H -7.302 -6.266 5.628
H -7.331 -5.655 3.960
H -7.304 -4.516 5.326
H -6.530 -3.592 3.386
H -5.131 -2.103 2.013
C 3.714 2.166 2.848
C 2.583 2.377 1.856
C 2.588 3.797 1.291
O 1.386 2.136 2.561
C 2.808 1.428 0.668
O 3.811 1.506 0.019
O 1.790 0.605 0.325
H 3.687 2.957 3.601
H 4.674 2.184 2.335
H 3.593 1.202 3.347
H 2.365 4.498 2.098
H 1.828 3.911 0.511
H 3.564 4.028 0.859
H 0.635 2.168 1.945
N 0.858 -1.523 4.393
C 1.705 -2.503 3.913
C 1.747 -2.305 2.572
N 0.941 -1.233 2.224
C 0.426 -0.792 3.348
H 0.589 -1.378 5.348
H 2.186 -3.222 4.553
H 2.312 -2.855 1.841
H -0.235 0.049 3.460
C 3.656 -0.040 -2.378
Ge 3.545 -1.567 -1.185
C 4.508 -1.426 0.515
C 4.640 -2.894 -2.147
C 1.705 -2.096 -0.706
H 4.657 0.394 -2.314
H 2.929 0.726 -2.116
H 3.463 -0.383 -3.397
H 5.431 -0.856 0.386
H 4.761 -2.436 0.851
H 3.915 -0.941 1.290
H 5.604 -2.407 -2.334
H 4.205 -3.177 -3.107
H 4.822 -3.800 -1.565
H 1.746 -2.858 0.075
```

LUMO energy (spin up / spin down)	1.98 / 2.12	eV
orbital gap (spin up / spin down)	5.27 / 5.43	eV
total charge	-1
2S+1	2
E_HOMO (spin up / spin down)	-0.1209 / -0.1217	Ha

=====

[8]
C34H27ClIN5O6Pb as an isolated structure, computed with ωB97M-V/def2-TZVPD.

The geometry in XYZ format:
```
75
Properties=species:S:1:pos:R:3
Pb -0.035 -0.792 -0.803
C -0.104 -1.570 3.165
O 1.262 -1.789 3.551
C 2.249 -0.976 3.125
C 3.547 -1.380 3.397
C 4.668 -0.630 3.033
C 4.540 0.572 2.368
C 3.244 0.990 2.082
C 2.702 2.136 1.439
N 1.403 2.056 1.442
N 0.513 2.977 1.125
C -0.675 2.581 0.641
O -0.988 1.434 0.272
C -1.672 3.698 0.526
C -1.339 5.023 0.796
C -2.296 6.019 0.669
C -3.588 5.699 0.273
C -3.928 4.378 0.013
C -2.972 3.381 0.140
C 2.133 0.241 2.452
O 0.985 0.868 2.052
H -0.707 -2.142 3.861
H -0.278 -1.943 2.157
H -0.392 -0.525 3.223
H 3.659 -2.328 3.913
H 5.655 -1.005 3.280
H 5.396 1.176 2.092
H 3.178 2.993 0.989
H -0.326 5.258 1.098
H -2.034 7.049 0.879
H -4.333 6.480 0.176
H -4.937 4.126 -0.287
H -3.218 2.342 -0.037
Cl -1.391 -8.023 -0.467
C -1.553 -6.286 -0.424
C -2.611 -5.727 0.235
C -2.756 -4.335 0.298
I -4.386 -3.506 1.308
C -1.847 -3.434 -0.275
O -1.962 -2.151 -0.198
C -0.740 -4.060 -0.980
N 0.160 -3.225 -1.573
C 1.179 -3.718 -2.242
C 1.402 -5.098 -2.363
C 0.523 -5.962 -1.775
C -0.594 -5.469 -1.060
H -3.342 -6.368 0.709
H 1.849 -2.998 -2.705
H 2.263 -5.458 -2.913
H 0.665 -7.033 -1.849
N -1.829 -0.102 -2.406
C -1.775 1.278 -2.942
C -0.507 1.511 -3.763
C 0.744 1.316 -2.908
O 1.294 2.293 -2.402
O 1.095 0.076 -2.724
H -1.821 -0.779 -3.163
H -2.669 -0.262 -1.856
H -1.783 1.960 -2.093
H -2.649 1.488 -3.555
H -0.522 2.531 -4.140
H -0.476 0.815 -4.606
N 2.763 -1.437 -0.231
C 3.601 -1.268 -1.002
C 4.655 -1.056 -1.965
C 5.982 -1.304 -1.616
C 6.981 -1.097 -2.552
C 6.658 -0.649 -3.827
C 5.335 -0.401 -4.170
C 4.324 -0.598 -3.241
H 6.216 -1.661 -0.620
H 8.013 -1.284 -2.284
H 7.445 -0.483 -4.553
H 5.087 -0.046 -5.162
H 3.288 -0.372 -3.466
```

LUMO energy	-0.45	eV
orbital gap	6.80	eV
E_HOMO	-0.2667	Ha

=====

[9]
C3H10INSi as an isolated structure in a non-equilibrium geometry, computed with ωB97M-V/def2-TZVPD.

The geometry in XYZ format:
```
16
Properties=species:S:1:pos:R:3
C 0.293 0.400 1.841
C 1.025 -1.544 -0.500
C 0.149 1.429 -0.914
N -1.896 -0.705 -0.138
Si -0.159 -0.244 0.119
I -2.560 -1.308 -1.909
H -0.207 1.308 1.942
H -0.015 -0.223 2.613
H 1.315 0.669 1.817
H 0.872 -1.606 -1.635
H 2.140 -1.531 -0.348
H 0.740 -2.592 -0.126
H -0.189 2.249 -0.227
H 1.243 1.541 -0.796
H -0.224 1.720 -1.970
H -2.527 0.438 0.232
```

LUMO energy	-0.15	eV
orbital gap	8.46	eV
E_HOMO	-0.3162	Ha

=====

[10]
One molecule with the formula C2HClO in a non-equilibrium geometry, computed with ωB97M-V/def2-TZVPD.

The geometry in XYZ format:
```
5
Properties=species:S:1:pos:R:3
O -1.004 -1.838 0.425
C -0.495 -0.762 0.119
C 0.031 0.524 -0.232
Cl 0.987 1.404 0.958
H 0.480 0.673 -1.271
```

SMILES	O=C=CCl
LUMO energy	-0.44	eV
orbital gap	8.81	eV
E_HOMO	-0.3399	Ha

=====

| no. | electronic energy (eV) |
| --- | --- |
| 1 | -25877.420 |
| 2 | -80827.141 |
| 3 | -46654.263 |
| 4 | -112796.429 |
| 5 | -134297.291 |
| 6 | -8963.755 |
| 7 | -167587.156 |
| 8 | -81301.913 |
| 9 | -20740.334 |
| 10 | -16657.868 |